Version one
Formula: C17H23N3O3
Source: OMol25
Level of theory: wB97M-V/def2-TZVPD

Last column: Löwdin charge in e.
Atoms and positions in Å:
C1 3.4070 0.7769 3.3569  -0.086
C2 2.2680 0.6899 2.2844  -0.217
C3 1.4980 -0.6693 2.3656  -0.313
C4 2.4150 -1.7561 1.9737  -0.081
C5 0.1587 -0.5061 1.5502  -0.155
N1 -0.4729 0.6693 2.1549  0.069
C6 -1.4799 1.3171 1.5561  -0.450
O1 -2.6782 1.1157 1.8245  0.074
C7 -1.0701 2.2992 0.5369  -0.265
N2 -0.3388 3.4327 1.2521  0.058
C8 -0.0399 1.8559 -0.5614  -0.093
C9 -0.6474 1.0310 -1.6485  -0.192
C10 -1.9592 0.9998 -2.0489  -0.024
N3 -2.0845 -0.0072 -2.9881  0.075
C11 -0.8712 -0.5870 -3.2696  -0.190
C12 -0.4182 -1.6438 -4.0687  -0.022
C13 0.9538 -1.8971 -4.0938  -0.122
C14 1.8825 -1.2311 -3.2807  -0.099
C15 1.4010 -0.3222 -2.3384  -0.020
C16 0.0187 0.0079 -2.3448  -0.147
C17 -0.7633 -1.7431 1.4730  -0.462
O2 -0.2570 -2.7782 1.3188  0.155
O3 -2.1241 -1.6062 1.3571  0.112
H1 2.9805 0.5000 4.3227  0.073
H2 4.2392 0.1387 3.0027  0.075
H3 3.7321 1.8026 3.5362  0.065
H4 1.6649 1.5702 2.4338  0.065
H5 2.6617 0.8020 1.2739  0.105
H6 1.1378 -0.7682 3.4043  0.147
H7 2.9982 -1.6448 1.0472  0.096
H8 1.8849 -2.7144 1.9497  0.072
H9 3.2138 -2.0014 2.7560  0.106
H10 0.4029 -0.3327 0.5169  0.128
H11 -0.6110 0.5671 3.1682  0.174
H12 -1.9227 2.8100 0.0978  0.138
H13 -0.9369 3.8199 1.9618  0.065
H14 0.4194 2.9478 1.8027  0.070
H15 0.8252 1.4415 -0.0070  0.092
H16 0.4158 2.7589 -1.0374  0.139
H17 -2.8510 1.5554 -1.7510  0.133
H18 -3.0025 -0.2888 -3.2752  0.150
H19 -0.9411 -2.1451 -4.8916  0.108
H20 1.2647 -2.8035 -4.6510  0.106
H21 2.9983 -1.5699 -3.3461  0.132
H22 2.0795 0.0538 -1.6313  0.083
H23 -2.4262 -0.7450 1.7288  0.074

Calculated values
Highest occupied orbital energy, eV: -7.990
2S+1: 1
Molar mass, g mol⁻¹: 317.4
Total charge: 0
HOMO-LUMO gap, eV: 8.60
SMILES string: CC[C@H](C)[C@H](NC(=O)[C@@H](N)Cc1c[nH]c2ccccc12)C(=O)O


Version two
Formula: C17H23N3O3
Source: OMol25
Level of theory: wB97M-V/def2-TZVPD

Last column: Löwdin charge in e.
Atoms and positions in Å:
C1 -5.0116 -2.0432 -1.6277  -0.105
C2 -3.7703 -1.4962 -0.9226  -0.231
C3 -3.9077 -0.0287 -0.4749  -0.306
C4 -4.1965 0.8665 -1.6860  -0.054
C5 -2.6228 0.4461 0.2564  -0.191
N1 -2.1019 -0.5571 1.1974  0.092
C6 -1.0144 -1.3938 1.0387  -0.430
O1 -0.9460 -2.4374 1.6601  0.076
C7 0.1866 -0.9309 0.1864  -0.297
N2 -0.1890 -0.6745 -1.1959  0.072
C8 0.8227 0.3159 0.8106  -0.096
C9 2.0819 0.7245 0.1069  -0.177
C10 2.2510 1.8269 -0.6998  -0.034
N3 3.5495 1.8420 -1.1876  0.073
C11 4.2326 0.7597 -0.7005  -0.214
C12 5.5582 0.3599 -0.9012  -0.024
C13 5.9904 -0.7946 -0.2794  -0.090
C14 5.1146 -1.5407 0.5475  -0.097
C15 3.8095 -1.1447 0.7425  -0.034
C16 3.3505 0.0230 0.1199  -0.128
C17 -2.8163 1.7801 1.0042  -0.462
O2 -3.5025 2.6909 0.5971  0.104
O3 -2.1163 1.9021 2.1358  0.115
H1 -4.9025 -3.1246 -1.8238  0.078
H2 -5.9190 -1.8761 -1.0249  0.083
H3 -5.1939 -1.5601 -2.5921  0.064
H4 -2.9050 -1.6131 -1.6134  0.116
H5 -3.5485 -2.1121 -0.0621  0.096
H6 -4.7528 0.0544 0.2367  0.155
H7 -4.2294 1.9103 -1.4023  0.065
H8 -3.3900 0.7433 -2.4423  0.102
H9 -5.1247 0.6039 -2.1684  0.066
H10 -1.8547 0.6118 -0.4785  0.126
H11 -2.8011 -1.0078 1.7390  0.141
H12 0.9025 -1.8009 0.2855  0.152
H13 0.6145 -0.2480 -1.6745  0.090
H14 -0.3489 -1.5274 -1.6723  0.072
H15 1.0314 0.1138 1.8508  0.129
H16 0.0894 1.1399 0.7948  0.115
H17 1.5717 2.5969 -0.9408  0.114
H18 3.9707 2.5778 -1.7606  0.165
H19 6.2201 0.9181 -1.5097  0.094
H20 7.0133 -1.1470 -0.4336  0.103
H21 5.4608 -2.4541 1.0218  0.098
H22 3.1456 -1.7369 1.3939  0.118
H23 -1.6923 1.0402 2.3109  0.096

Calculated values
Highest occupied orbital energy, eV: -8.307
2S+1: 1
Molar mass, g mol⁻¹: 317.4
Total charge: 0
HOMO-LUMO gap, eV: 8.93
SMILES string: CC[C@H](C)[C@H](NC(=O)[C@@H](N)Cc1c[nH]c2ccccc12)C(=O)O


Version three
Formula: C17H23N3O3
Source: OMol25
Level of theory: wB97M-V/def2-TZVPD

Last column: Löwdin charge in e.
Atoms and positions in Å:
C1 -1.9433 -1.8807 -1.9766  -0.098
C2 -1.9199 -2.5127 -0.5853  -0.203
C3 -2.4746 -1.6725 0.6291  -0.325
C4 -3.8934 -1.2022 0.3417  -0.071
C5 -1.5318 -0.5972 1.1912  -0.267
N1 -2.0116 -0.1468 2.5186  0.065
C6 -1.3268 0.6826 0.3061  -0.394
O1 -1.8745 0.8643 -0.7692  0.062
N2 -0.5693 1.6359 0.9158  0.114
C7 0.0709 2.7668 0.2095  -0.184
C8 1.0534 2.3451 -0.8867  -0.074
C9 2.2375 1.6201 -0.2988  -0.160
C10 3.3243 2.1073 0.3621  -0.058
N3 4.1626 1.1145 0.7948  0.078
C11 3.6857 -0.0807 0.3226  -0.230
C12 4.2100 -1.3382 0.4498  -0.030
C13 3.5100 -2.3693 -0.1698  -0.098
C14 2.3118 -2.1771 -0.8780  -0.094
C15 1.8316 -0.8766 -1.0695  -0.021
C16 2.4729 0.1811 -0.3855  -0.114
C17 -0.9045 3.8280 -0.4099  -0.528
O2 -0.4961 4.9401 -0.5730  0.114
O3 -2.1018 3.4314 -0.6874  0.168
H1 -1.2906 -1.0184 -2.0141  0.037
H2 -2.9473 -1.5204 -2.1943  0.073
H3 -1.6604 -2.5767 -2.7503  0.069
H4 -0.9278 -2.8759 -0.3183  0.092
H5 -2.5255 -3.4200 -0.6644  0.104
H6 -2.5024 -2.4001 1.4508  0.131
H7 -4.5103 -2.0469 -0.0607  0.097
H8 -3.9479 -0.3864 -0.3781  0.069
H9 -4.3487 -0.8398 1.2650  0.072
H10 -0.5288 -1.0264 1.1707  0.134
H11 -1.3218 0.4709 2.9565  0.070
H12 -2.1145 -0.9390 3.1200  0.068
H13 0.1052 1.2931 1.6181  0.152
H14 0.6175 3.3142 0.9975  0.160
H15 1.3179 3.2946 -1.3534  0.128
H16 0.5396 1.7438 -1.6390  0.124
H17 3.5576 3.1094 0.6999  0.129
H18 5.0624 1.2435 1.2315  0.158
H19 5.0486 -1.5253 1.1076  0.110
H20 3.8774 -3.3920 -0.0735  0.100
H21 1.8788 -3.0081 -1.4230  0.098
H22 0.9733 -0.6661 -1.7201  0.102
H23 -2.1752 2.5089 -0.3799  0.073

Calculated values
Highest occupied orbital energy, eV: -8.267
2S+1: 1
Molar mass, g mol⁻¹: 317.4
Total charge: 0
HOMO-LUMO gap, eV: 8.65
SMILES string: CC[C@H](C)[C@H](N)C(=O)N[C@@H](Cc1c[nH]c2ccccc12)C(=O)O


Most stable: version two